# C48H49N5O3PSW

A molecular structure, C48H49N5O3PSW at a distorted geometry (wB97M-V/def2-TZVPD, the OMol25 dataset).

Positions of all 108 atoms, in Å:
W -0.86 0.00 0.08
S -0.29 -1.92 -1.09
P 0.96 -0.30 1.71
O 0.37 1.05 -1.15
O 0.04 1.84 4.75
O -3.32 3.17 -0.93
N -0.98 1.99 1.41
N 0.12 -2.21 -3.68
N 0.55 0.16 3.33
N 1.05 -0.30 -2.91
N -2.36 1.11 -0.61
C 1.83 1.94 -2.74
C -0.84 4.70 2.10
C 2.09 -1.73 1.62
C -0.74 -1.74 1.84
C 3.30 2.87 -4.40
C -1.62 4.28 1.04
C -0.33 2.39 2.52
C -2.05 -1.35 1.79
C 0.71 -1.90 -5.00
C 3.30 4.08 -3.72
C 1.76 -2.37 5.78
C 1.03 0.80 -2.21
C -0.68 -3.43 -3.61
C 1.78 -1.34 4.85
C 0.13 1.43 3.61
C 0.33 -1.40 -2.66
C 2.56 1.80 -3.91
C -3.67 -0.52 -1.91
C -3.97 -1.09 -3.14
C 4.11 1.64 -0.07
C 0.57 -0.80 4.42
C -0.17 -0.93 -5.78
C -2.55 2.45 -0.36
C 3.13 -0.79 4.44
C 0.57 -2.83 6.31
C -1.54 2.44 -3.13
C -1.66 2.94 0.75
C 4.49 2.65 0.79
C 2.76 1.98 2.32
C -2.66 0.55 -4.28
C 2.33 0.97 1.45
C -2.32 1.15 -3.07
C -2.79 0.57 -1.88
C 3.04 0.82 0.26
C 2.57 4.22 -2.55
C 3.82 2.82 1.99
C 1.84 3.15 -2.05
C -0.62 -2.21 5.96
C -0.23 3.73 2.87
C -4.31 -1.09 -0.68
C -1.96 -0.47 4.79
C -0.65 -1.18 5.02
C -2.89 -3.46 2.48
C -3.46 -0.58 -4.32
C 0.15 -4.67 -3.31
C -1.58 -3.92 2.50
C -3.14 -2.16 2.09
C -0.53 -3.10 2.14
H -0.75 5.75 2.36
H 2.30 2.10 3.30
H -1.55 -2.52 6.41
H 1.70 -1.50 -4.85
H -0.47 -5.56 -3.32
H 2.70 -2.81 6.10
H -0.86 2.44 -3.98
H 0.95 -4.80 -4.04
H 0.46 -3.52 2.18
H 0.61 -4.58 -2.32
H 4.13 3.58 2.69
H 4.64 1.49 -1.01
H 3.87 2.76 -5.31
H -2.29 0.99 -5.20
H 1.73 -2.43 0.87
H 3.09 -1.40 1.39
H -4.15 -1.77 2.05
H -2.09 0.29 5.56
H -2.28 -0.29 1.66
H 2.58 5.16 -2.01
H 0.80 -2.85 -5.53
H -1.37 -4.94 2.80
H -0.22 0.03 -5.27
H 3.88 4.91 -4.10
H 3.83 -1.60 4.23
H -2.22 4.95 0.44
H 5.33 3.30 0.54
H -3.71 -4.12 2.76
H 1.30 3.25 -1.12
H -5.34 -1.37 -0.91
H -4.32 -0.38 0.14
H 2.10 -2.24 2.59
H 3.09 -0.13 3.57
H -0.96 2.64 -2.24
H -3.79 -1.99 -0.36
H 3.54 -0.21 5.27
H -2.02 0.03 3.83
H 0.32 3.98 3.77
H -2.79 -1.18 4.86
H 2.77 0.02 -0.43
H -1.18 -1.32 -5.90
H 0.25 -0.77 -6.77
H -3.72 -1.03 -5.27
H -1.47 -3.30 -2.87
H 0.56 -3.64 7.03
H 2.54 0.86 -4.44
H -2.23 3.28 -3.25
H -1.18 -3.52 -4.58
H -4.65 -1.94 -3.17

Frontier orbital gap (alpha / beta) in Ha: 0.243 / 0.246
Energy in eV: -86110.729
LUMO energy (alpha / beta) in eV: -3.33 / -3.24
HOMO energy (alpha / beta) in eV: -9.931 / -9.942
Net charge: +1